*1*
5 unconnected molecules or ions with the total composition C45H95N5O5, computed with wB97M-V/def2-TZVPD.

Geometry (Å):
1 C -23.04 -7.40 -36.80
2 C -22.82 -6.14 -35.93
3 C -23.73 -4.99 -36.40
4 C -23.32 -6.42 -34.48
5 C -22.40 -7.35 -33.69
6 C -20.98 -6.74 -33.67
7 C -20.38 -6.35 -35.05
8 C -19.34 -5.31 -34.66
9 C -19.75 -7.64 -35.67
10 N -21.40 -5.76 -35.90
11 O -20.92 -5.39 -37.17
12 H -24.11 -7.41 -37.02
13 H -22.57 -7.22 -37.77
14 H -22.66 -8.37 -36.51
15 H -24.76 -5.32 -36.56
16 H -23.69 -4.14 -35.72
17 H -23.28 -4.59 -37.31
18 H -23.44 -5.54 -33.84
19 H -24.32 -6.85 -34.57
20 H -22.72 -7.83 -32.76
21 H -22.35 -8.25 -34.32
22 H -20.37 -7.57 -33.32
23 H -20.99 -5.95 -32.93
24 H -18.65 -5.64 -33.88
25 H -19.73 -4.38 -34.22
26 H -18.68 -4.95 -35.46
27 H -20.60 -8.31 -35.58
28 H -18.92 -7.98 -35.05
29 H -19.39 -7.45 -36.68
30 H -20.98 -4.43 -37.16
31 C -29.98 0.10 -31.25
32 C -30.39 -1.31 -30.80
33 C -30.95 -1.32 -29.35
34 C -31.56 -1.83 -31.63
35 C -31.18 -2.65 -32.90
36 C -30.11 -3.70 -32.57
37 C -28.84 -3.09 -31.94
38 C -28.00 -4.26 -31.41
39 C -28.02 -2.35 -33.02
40 N -29.22 -2.20 -30.84
41 O -28.12 -1.67 -30.19
42 H -29.61 0.01 -32.27
43 H -30.86 0.75 -31.21
44 H -29.27 0.63 -30.62
45 H -32.00 -1.01 -29.31
46 H -30.96 -2.37 -29.05
47 H -30.31 -0.69 -28.75
48 H -32.13 -2.60 -31.09
49 H -32.37 -1.16 -31.93
50 H -31.99 -3.21 -33.38
51 H -30.83 -2.03 -33.74
52 H -29.87 -4.11 -33.56
53 H -30.54 -4.52 -32.01
54 H -27.22 -3.79 -30.80
55 H -27.46 -4.84 -32.15
56 H -28.57 -4.93 -30.77
57 H -27.05 -2.21 -32.55
58 H -28.44 -1.38 -33.31
59 H -27.97 -2.87 -33.98
60 H -27.89 -2.21 -29.43
61 C -25.16 -10.07 -26.89
62 C -25.69 -11.28 -26.15
63 C -24.47 -12.02 -25.64
64 C -26.69 -10.92 -25.04
65 C -27.33 -12.15 -24.47
66 C -28.15 -12.89 -25.56
67 C -27.38 -13.12 -26.86
68 C -26.75 -14.54 -26.70
69 C -28.42 -13.14 -27.97
70 N -26.38 -12.11 -27.18
71 O -25.72 -12.24 -28.40
72 H -24.23 -10.24 -27.45
73 H -25.88 -9.80 -27.67
74 H -24.98 -9.19 -26.27
75 H -24.72 -12.89 -25.03
76 H -23.80 -12.30 -26.45
77 H -23.81 -11.39 -25.03
78 H -26.24 -10.43 -24.18
79 H -27.43 -10.20 -25.40
80 H -26.62 -12.84 -24.00
81 H -28.04 -11.79 -23.72
82 H -28.94 -12.15 -25.73
83 H -28.49 -13.81 -25.10
84 H -26.21 -14.88 -27.58
85 H -27.55 -15.29 -26.64
86 H -26.10 -14.56 -25.82
87 H -28.84 -12.14 -28.12
88 H -29.22 -13.84 -27.70
89 H -28.09 -13.50 -28.95
90 H -26.42 -12.12 -29.06
91 C -17.13 -6.11 -31.24
92 C -15.77 -6.32 -30.56
93 C -14.64 -6.48 -31.62
94 C -15.39 -5.09 -29.72
95 C -16.09 -5.05 -28.36
96 C -16.17 -6.35 -27.53
97 C -16.33 -7.65 -28.35
98 C -15.61 -8.77 -27.61
99 C -17.90 -7.82 -28.49
100 N -15.75 -7.50 -29.69
101 O -15.90 -8.71 -30.44
102 H -17.30 -6.95 -31.93
103 H -17.97 -6.23 -30.56
104 H -17.05 -5.20 -31.83
105 H -13.67 -6.47 -31.11
106 H -14.74 -7.45 -32.12
107 H -14.59 -5.65 -32.32
108 H -14.32 -4.96 -29.58
109 H -15.83 -4.19 -30.16
110 H -15.80 -4.19 -27.75
111 H -17.13 -4.73 -28.53
112 H -17.16 -6.21 -27.07
113 H -15.56 -6.34 -26.62
114 H -16.11 -8.99 -26.67
115 H -14.56 -8.56 -27.40
116 H -15.68 -9.69 -28.19
117 H -18.17 -8.41 -29.37
118 H -18.57 -6.97 -28.37
119 H -18.15 -8.56 -27.72
120 H -14.97 -8.90 -30.61
121 C -23.07 -4.00 -29.57
122 C -23.81 -5.26 -29.04
123 C -25.31 -5.10 -29.31
124 C -23.37 -6.48 -29.87
125 C -22.06 -7.19 -29.52
126 C -21.99 -7.45 -27.98
127 C -22.27 -6.16 -27.19
128 C -22.48 -6.53 -25.70
129 C -21.02 -5.28 -27.33
130 N -23.55 -5.54 -27.63
131 O -23.89 -4.39 -26.87
132 H -23.35 -3.84 -30.61
133 H -23.34 -3.14 -28.97
134 H -21.99 -4.14 -29.55
135 H -25.91 -5.94 -28.98
136 H -25.61 -4.10 -29.00
137 H -25.44 -5.10 -30.39
138 H -24.10 -7.27 -29.68
139 H -23.38 -6.16 -30.91
140 H -22.00 -8.13 -30.07
141 H -21.22 -6.58 -29.86
142 H -21.11 -8.00 -27.67
143 H -22.82 -8.13 -27.75
144 H -23.01 -5.70 -25.24
145 H -21.54 -6.65 -25.17
146 H -23.11 -7.42 -25.61
147 H -20.12 -5.69 -26.87
148 H -21.17 -4.28 -26.90
149 H -20.81 -5.05 -28.38
150 H -24.42 -4.73 -26.14

SMILES string: CC1(C)CCCC(C)(C)N1O.CC1(C)CCCC(C)(C)N1O.CC1(C)CCCC(C)(C)N1O.CC1(C)CCCC(C)(C)N1O.CC1(C)CCCC(C)(C)N1O
Frontier orbital gap, eV: 8.188
E_HOMO, eV: -7.70

***

*2*
5 unconnected molecules or ions with the total composition C45H95N5O5, computed with wB97M-V/def2-TZVPD.

Geometry (Å):
1 C -0.44 -5.92 8.47
2 C 0.54 -5.25 7.50
3 C 1.88 -4.95 8.24
4 C 0.79 -6.21 6.34
5 C 1.62 -5.63 5.20
6 C 0.73 -4.49 4.74
7 C 0.50 -3.39 5.75
8 C 1.71 -2.46 5.90
9 C -0.70 -2.61 5.13
10 N -0.07 -4.05 6.92
11 O -0.51 -3.13 7.91
12 H -0.03 -6.89 8.74
13 H -0.79 -5.34 9.32
14 H -1.36 -6.11 7.90
15 H 2.24 -5.83 8.77
16 H 2.70 -4.74 7.55
17 H 1.77 -4.10 8.91
18 H 1.34 -7.07 6.76
19 H -0.16 -6.62 5.99
20 H 2.60 -5.29 5.55
21 H 1.76 -6.21 4.29
22 H -0.20 -4.90 4.32
23 H 0.98 -4.14 3.72
24 H 2.60 -3.04 5.65
25 H 1.88 -2.02 6.88
26 H 1.68 -1.64 5.18
27 H -0.59 -2.34 4.07
28 H -0.94 -1.68 5.64
29 H -1.57 -3.27 5.09
30 H 0.31 -2.75 8.27
31 C 4.19 -3.41 -2.51
32 C 5.32 -3.75 -1.55
33 C 6.46 -4.46 -2.33
34 C 5.92 -2.51 -0.84
35 C 6.39 -2.70 0.63
36 C 5.34 -3.41 1.47
37 C 5.01 -4.73 0.84
38 C 6.11 -5.78 1.13
39 C 3.73 -5.21 1.58
40 N 4.77 -4.69 -0.58
41 O 4.38 -5.95 -1.09
42 H 3.34 -2.91 -2.02
43 H 4.52 -2.73 -3.30
44 H 3.79 -4.29 -3.00
45 H 6.17 -5.43 -2.72
46 H 6.80 -3.91 -3.22
47 H 7.42 -4.50 -1.81
48 H 6.82 -2.28 -1.43
49 H 5.26 -1.64 -0.92
50 H 7.40 -3.10 0.67
51 H 6.49 -1.66 0.97
52 H 4.50 -2.72 1.61
53 H 5.75 -3.50 2.48
54 H 5.65 -6.76 1.25
55 H 6.52 -5.64 2.14
56 H 6.96 -5.89 0.46
57 H 2.90 -4.59 1.21
58 H 3.75 -5.17 2.66
59 H 3.41 -6.22 1.30
60 H 5.23 -6.38 -1.25
61 C 0.80 4.79 -3.17
62 C 0.68 6.27 -2.81
63 C 1.17 7.12 -3.98
64 C -0.84 6.52 -2.56
65 C -1.36 5.89 -1.27
66 C -0.67 6.68 -0.15
67 C 0.85 6.49 -0.25
68 C 1.55 7.48 0.69
69 C 1.25 5.09 0.25
70 N 1.37 6.73 -1.60
71 O 2.77 6.81 -1.69
72 H 0.74 4.19 -2.26
73 H 0.19 4.35 -3.95
74 H 1.84 4.58 -3.47
75 H 0.47 7.01 -4.81
76 H 1.14 8.20 -3.81
77 H 2.16 6.79 -4.30
78 H -0.97 7.60 -2.59
79 H -1.40 6.10 -3.39
80 H -2.45 6.01 -1.23
81 H -1.16 4.82 -1.14
82 H -0.91 6.33 0.86
83 H -1.06 7.69 -0.24
84 H 0.97 7.68 1.59
85 H 1.63 8.47 0.23
86 H 2.58 7.23 0.92
87 H 2.32 4.94 0.11
88 H 0.75 4.24 -0.21
89 H 0.96 4.99 1.30
90 H 2.88 7.67 -2.12
91 C -1.39 1.23 0.54
92 C -1.58 0.02 -0.40
93 C -3.04 -0.02 -0.91
94 C -0.56 0.21 -1.50
95 C -0.29 -1.00 -2.35
96 C 0.24 -2.09 -1.38
97 C -0.76 -2.47 -0.24
98 C -1.90 -3.28 -0.89
99 C 0.07 -3.33 0.71
100 N -1.24 -1.22 0.33
101 O -1.92 -1.32 1.56
102 H -1.49 2.18 0.02
103 H -2.18 1.17 1.30
104 H -0.45 1.20 1.09
105 H -3.57 0.71 -0.30
106 H -3.09 0.49 -1.88
107 H -3.54 -0.98 -0.91
108 H -0.76 1.17 -2.00
109 H 0.42 0.45 -1.07
110 H -1.16 -1.32 -2.94
111 H 0.44 -0.83 -3.14
112 H 1.22 -1.77 -1.02
113 H 0.40 -2.94 -2.05
114 H -1.52 -4.30 -0.93
115 H -2.09 -2.92 -1.90
116 H -2.72 -3.32 -0.17
117 H -0.50 -3.56 1.62
118 H 1.03 -2.88 0.99
119 H 0.34 -4.29 0.27
120 H -1.36 -0.82 2.16
121 C -6.60 4.58 -5.99
122 C -6.69 3.91 -4.60
123 C -8.07 4.19 -4.02
124 C -6.74 2.39 -4.90
125 C -5.39 1.79 -5.24
126 C -4.44 1.97 -4.08
127 C -4.34 3.44 -3.61
128 C -3.80 3.35 -2.17
129 C -3.42 4.34 -4.40
130 N -5.66 4.10 -3.61
131 O -5.74 5.29 -2.86
132 H -5.73 4.32 -6.58
133 H -7.44 4.30 -6.62
134 H -6.60 5.66 -5.78
135 H -8.27 3.72 -3.06
136 H -8.11 5.28 -3.87
137 H -8.92 3.93 -4.65
138 H -7.08 1.88 -3.99
139 H -7.49 2.08 -5.63
140 H -5.54 0.76 -5.60
141 H -4.96 2.23 -6.16
142 H -3.44 1.55 -4.24
143 H -4.90 1.35 -3.30
144 H -3.59 4.31 -1.71
145 H -2.83 2.84 -2.18
146 H -4.50 2.82 -1.51
147 H -3.79 4.51 -5.41
148 H -2.43 3.86 -4.42
149 H -3.20 5.28 -3.90
150 H -6.18 5.02 -2.04

SMILES string: CC1(C)CCCC(C)(C)N1O.CC1(C)CCCC(C)(C)N1O.CC1(C)CCCC(C)(C)N1O.CC1(C)CCCC(C)(C)N1O.CC1(C)CCCC(C)(C)N1O
Frontier orbital gap, eV: 8.287
E_HOMO, eV: -7.82

***

Going by the energies, *2* is most stable and the next is 6.5 kcal/mol up.

***

*1*
2 unconnected molecules or ions with the total composition C3H4BrNO, computed with wB97M-V/def2-TZVPD.

Geometry (Å):
1 C 1.12 0.90 0.70
2 C 1.33 2.10 0.31
3 O 1.50 3.21 0.04
4 H 0.38 0.56 1.44
5 H 1.77 0.08 0.46
6 C -1.33 -1.12 -1.06
7 N -0.79 -1.17 0.08
8 Br -0.96 -2.59 1.28
9 H -0.97 -0.27 -1.64
10 H -2.04 -1.70 -1.59

SMILES string: C=C=O.C=NBr
Frontier orbital gap, eV: 9.409
E_HOMO, eV: -8.99

***

*2*
2 unconnected molecules or ions with the total composition C3H4BrNO, computed with wB97M-V/def2-TZVPD.

Geometry (Å):
1 C 0.09 0.71 -0.30
2 C 1.28 0.89 0.34
3 O 1.81 -0.33 0.55
4 C 0.94 -1.19 0.03
5 N -0.12 -0.63 -0.47
6 H -0.62 1.43 -0.65
7 H 1.81 1.75 0.67
8 H 1.12 -2.24 0.12
9 Br -3.78 0.04 0.07
10 H -2.53 -0.42 -0.37

SMILES string: c1cocn1.Br
Frontier orbital gap, eV: 10.675
E_HOMO, eV: -9.77

***

*3*
A single C3H4BrNO molecule, computed with wB97M-V/def2-TZVPD.

Geometry (Å):
1 Br -2.61 0.02 -0.41
2 C -0.94 -0.01 0.72
3 N -0.25 1.19 0.45
4 C 0.75 0.87 -0.25
5 C 0.84 -0.61 -0.47
6 O -0.17 -1.09 0.42
7 H -1.44 -0.05 1.92
8 H 1.44 1.59 -0.65
9 H 0.58 -0.87 -1.51
10 H 1.80 -1.06 -0.21

SMILES string: Br[C@@H]1N=CCO1
Frontier orbital gap, eV: 10.583
E_HOMO, eV: -10.05

***

Going by the energies, *2* is most stable and the next is 17.6 kcal/mol up.

***

*1*
A single C5H14N2O2 molecule, computed with wB97M-V/def2-TZVPD.

Geometry (Å):
1 C 1.90 -1.45 -0.45
2 C 0.45 -1.08 -0.14
3 O 0.07 -1.83 1.03
4 C 0.19 0.46 0.09
5 C 0.80 1.30 -1.04
6 N 0.87 0.86 1.35
7 C -1.37 0.77 0.18
8 N -2.14 -0.19 0.96
9 O -2.02 0.88 -1.07
10 H 2.59 -0.95 0.24
11 H 2.05 -2.52 -0.33
12 H 2.17 -1.17 -1.47
13 H -0.18 -1.44 -0.96
14 H -0.77 -1.44 1.35
15 H 1.90 1.25 -1.05
16 H 0.53 2.36 -0.94
17 H 0.46 0.96 -2.03
18 H 0.48 1.73 1.70
19 H 0.67 0.15 2.05
20 H -1.49 1.75 0.67
21 H -2.50 -0.88 0.29
22 H -2.99 0.29 1.26
23 H -1.65 0.22 -1.67

SMILES string: C[C@@H](O)[C@](C)(N)[C@H](N)O
Frontier orbital gap, eV: 10.123
E_HOMO, eV: -9.44

***

*2*
2 unconnected molecules or ions with the total composition C5H14N2O2, computed with wB97M-V/def2-TZVPD.

Geometry (Å):
1 C 0.80 3.41 0.12
2 C 0.85 1.88 0.00
3 C -0.55 1.26 0.17
4 C -0.54 -0.25 0.02
5 O -0.59 -1.00 0.99
6 N -0.46 -0.74 -1.23
7 C -0.41 -2.19 -1.46
8 N 0.85 -2.81 -1.22
9 H -0.18 3.82 0.36
10 H 1.52 3.81 0.83
11 H 1.11 3.90 -0.80
12 H 1.48 1.42 0.76
13 H 1.21 1.61 -1.00
14 H -1.35 1.68 -0.45
15 H -0.85 1.40 1.22
16 H -0.43 -0.12 -2.03
17 H -1.16 -2.65 -0.81
18 H -0.73 -2.37 -2.48
19 H 1.61 -2.32 -1.70
20 H 1.07 -2.85 -0.24
21 O -1.19 -2.44 3.36
22 H -1.47 -1.63 2.90
23 H -0.59 -2.82 2.70

SMILES string: CCCC(=O)NCN.O
Frontier orbital gap, eV: 10.349
E_HOMO, eV: -9.68

***

Going by the energies, *2* is most stable and the next is 13.3 kcal/mol up.

***

*1*
4 unconnected molecules or ions with the total composition C3H15N2O3, computed with wB97M-V/def2-TZVPD.

Geometry (Å):
1 C -1.66 1.59 2.70
2 C -0.53 0.88 2.01
3 C -0.62 0.70 0.68
4 N 0.36 -0.08 -0.08
5 N 0.50 0.49 2.81
6 H -2.52 1.68 2.05
7 H -1.36 2.59 3.00
8 H -1.94 1.00 3.57
9 H -1.49 1.02 0.13
10 H 0.17 -1.08 -0.08
11 H 1.30 0.06 0.29
12 H 0.42 0.21 -1.07
13 H 0.59 1.00 3.67
14 H 1.41 0.21 2.45
15 H 1.17 0.36 -3.19
16 H 2.59 0.06 -2.66
17 O 1.76 0.49 -2.41
18 H -1.08 -0.53 -3.85
19 H -0.46 -0.27 -5.20
20 O -0.36 -0.04 -4.26
21 H -0.52 -3.73 -0.27
22 H -0.45 -2.76 0.91
23 O 0.10 -3.17 0.22

Charge: +1
Frontier orbital gap, eV: 9.659
E_HOMO, eV: -12.68

***

*2*
4 unconnected molecules or ions with the total composition C3H15N2O3, computed with wB97M-V/def2-TZVPD.

Geometry (Å):
1 C -3.18 -1.20 0.78
2 C -2.08 -0.55 -0.01
3 C -0.80 -0.52 0.34
4 N 0.25 0.08 -0.54
5 N -2.57 0.15 -1.12
6 H -2.89 -2.21 1.08
7 H -4.14 -1.18 0.29
8 H -3.27 -0.63 1.71
9 H -0.36 -1.03 1.17
10 H 0.49 1.05 -0.34
11 H -0.11 -0.06 -1.49
12 H 1.13 -0.49 -0.55
13 H -3.55 0.40 -1.07
14 H -2.02 0.83 -1.62
15 H 3.10 -1.21 -1.78
16 H 2.61 0.12 -2.38
17 O 2.34 -0.64 -1.88
18 H 3.27 -0.38 0.90
19 H 4.26 -1.68 0.68
20 O 4.00 -0.78 0.41
21 H 1.09 3.70 1.15
22 H 1.21 3.33 2.56
23 O 1.21 2.91 1.70

Charge: +1
Frontier orbital gap, eV: 9.628
E_HOMO, eV: -12.70

***

Going by the energies, *1* is most stable and the next is 15.8 kcal/mol up.

***

*1*
5 unconnected molecules or ions with the total composition C3H15N2O2, computed with wB97M-V/def2-TZVPD.

Geometry (Å):
1 C 0.15 0.36 -0.53
2 C 0.90 0.02 -1.80
3 C 0.13 1.33 -1.88
4 N 2.55 1.98 -0.34
5 N 3.85 -0.13 0.80
6 H -0.87 0.02 -0.42
7 H 0.77 0.44 0.35
8 H 1.96 0.13 -1.62
9 H 0.64 -0.70 -2.55
10 H 0.82 2.16 -1.95
11 H -0.69 1.42 -2.59
12 H 3.42 0.75 0.49
13 H 2.21 2.84 0.10
14 H 3.50 2.28 -0.64
15 H 4.13 -0.13 1.77
16 H 4.45 -0.69 0.21
17 H -3.83 -1.75 0.83
18 H -4.29 -1.69 -0.64
19 O -3.62 -1.36 -0.03
20 H -2.76 -1.52 3.38
21 H -4.02 -2.39 3.29
22 O -3.53 -1.70 2.82

Charge: +1
Frontier orbital gap, eV: 3.540
E_HOMO, eV: -13.15

***

*2*
3 unconnected molecules or ions with the total composition C3H15N2O2, computed with wB97M-V/def2-TZVPD.

Geometry (Å):
1 N -1.12 -1.32 1.43
2 C 0.24 -1.62 0.88
3 C 1.05 -0.34 0.79
4 N 0.45 0.53 -0.22
5 C 1.26 1.73 -0.42
6 H -1.87 -1.75 0.90
7 H -1.15 -1.64 2.40
8 H -1.30 -0.30 1.51
9 H 0.77 -2.37 1.46
10 H 0.06 -2.00 -0.13
11 H 1.07 0.21 1.74
12 H 2.11 -0.54 0.60
13 H 0.49 -0.01 -1.09
14 H 1.01 2.48 0.34
15 H 0.99 2.16 -1.37
16 H 2.33 1.58 -0.29
17 H -1.46 1.92 1.59
18 H -2.71 1.61 0.76
19 O -2.20 1.30 1.52
20 H 1.30 -0.36 -4.27
21 H -0.18 -0.34 -3.87
22 O 0.70 -0.44 -3.50

Charge: +1
Frontier orbital gap, eV: 9.922
E_HOMO, eV: -13.00

***

*3*
3 unconnected molecules or ions with the total composition C3H15N2O2, computed with wB97M-V/def2-TZVPD.

Geometry (Å):
1 N 0.15 -1.44 0.18
2 C -1.08 -0.84 -0.63
3 C -0.94 -1.05 -2.09
4 C -1.05 0.67 -0.21
5 N -0.28 1.42 -1.12
6 H 0.98 -1.49 -0.41
7 H 0.06 -2.37 0.62
8 H 0.42 -0.70 0.87
9 H -2.00 -1.21 -0.15
10 H -0.08 -0.61 -2.57
11 H -1.67 -0.54 -2.73
12 H -0.99 -2.13 -2.56
13 H -2.10 0.89 -0.35
14 H -0.82 0.66 0.88
15 H -0.54 2.39 -1.04
16 H 0.73 1.28 -1.20
17 H 1.12 -0.56 3.54
18 H 0.53 0.70 3.47
19 O 0.62 -0.06 2.85
20 H 1.95 1.44 1.48
21 H 2.67 2.24 0.56
22 O 2.34 1.33 0.60

Charge: +1
Frontier orbital gap, eV: 9.805
E_HOMO, eV: -12.91

***

Going by the energies, *2* is most stable and the next is 15.9 kcal/mol up.